[1]
Density functional theory data (the ωB97M-V functional and the def2-TZVPD basis) for a gas-phase ion, C4H4NO (charge +1) at a distorted geometry.

The geometry in XYZ format:
```
10
Properties=species:S:1:pos:R:3:mulliken_charge:R:1
C 0.806 0.468 -0.182 -0.181
C -0.525 0.551 -0.399 -0.248
C 1.419 -0.796 0.260 -0.142
C -1.303 -0.602 -0.200 0.436
N -2.036 -1.426 0.220 -0.116
O 1.698 -1.793 -0.338 -0.348
H 1.418 1.256 -0.314 0.529
H -1.143 1.574 -0.480 0.334
H 1.621 -0.536 1.286 0.339
H -2.425 -2.416 0.312 0.397
```

Properties
SMILES ... [NH+]#C/C=C\C=O
HOMO-LUMO gap ... 0.33092 Eh
Total charge ... +1
E_LUMO ... -0.225 Eh
E ... -284.42982 hartree
ΔE to the lowest compared entry with this formula, charge and spin ... 16.5 kcal/mol

[2]
Density functional theory data (the ωB97M-V functional and the def2-TZVPD basis) for a molecular structure, C4H4NO at a distorted geometry.

The geometry in XYZ format:
```
10
Properties=species:S:1:pos:R:3:lowdin_spin:R:1
C -1.177 -0.812 0.364 0.836
C -0.725 1.001 -0.326 0.307
C -0.007 -0.144 0.030 0.091
C 1.467 -0.513 0.098 0.004
N -2.411 -0.525 0.311 0.422
O -2.218 0.709 -0.109 0.324
H -0.449 1.896 -0.723 0.018
H 1.978 -0.091 -0.883 -0.002
H 1.592 -1.648 0.395 0.002
H 1.950 0.127 0.843 -0.002
```

Properties
HOMO-LUMO gap (spin up / spin down) ... 0.35219 / 0.25341 Eh
Total charge ... +1
Multiplicity ... 3
E_LUMO (spin up / spin down) ... -0.227 / -0.362 Eh
E ... -284.23037 hartree
ΔE to the lowest compared entry with this formula, charge and spin ... 58.8 kcal/mol

[3]
Density functional theory data (the ωB97M-V functional and the def2-TZVPD basis) for a gas-phase ion, C4H4NO3S (charge -1) at a distorted geometry.

The geometry in XYZ format:
```
13
Properties=species:S:1:pos:R:3:mulliken_charge:R:1
C 1.703 -0.622 -0.763 -0.827
C 1.575 0.681 -0.687 0.820
C 0.811 -1.685 -0.379 0.625
C -0.767 1.224 0.312 -1.047
N -0.538 -1.414 -0.454 -0.321
O 1.929 1.791 -0.787 -0.442
O 1.196 -2.792 -0.011 -0.676
O -2.819 -0.311 -0.497 -0.593
S -1.509 0.171 -0.863 0.321
H 2.843 -0.750 -0.652 0.209
H -0.873 0.872 1.353 0.288
H -0.447 2.188 -0.129 0.427
H -1.113 -2.212 -0.778 0.217
```

Properties
HOMO-LUMO gap ... 0.26874 Eh
Total charge ... -1
E_LUMO ... 0.133 Eh
E ... -833.44403 hartree
ΔE to the lowest compared entry with this formula, charge and spin ... 94.6 kcal/mol

[4]
Density functional theory data (the ωB97M-V functional and the def2-TZVPD basis) for a molecular structure, C4H4NO4S2 at a distorted geometry.

The geometry in XYZ format:
```
15
Properties=species:S:1:pos:R:3:lowdin_spin:R:1
C -0.559 1.709 1.481 0.296
C -1.239 2.767 2.970 0.545
C 0.802 0.197 0.384 0.039
C -0.274 0.446 -0.681 0.017
N 0.611 1.285 1.372 0.157
O -2.915 1.789 4.797 0.069
O -0.732 3.737 3.398 0.534
O -2.995 0.743 2.580 0.044
O -3.738 3.091 2.839 0.113
S -1.713 0.994 0.351 0.084
S -2.940 2.008 3.356 0.095
H 0.453 -0.688 0.917 0.003
H 1.827 0.271 0.067 0.001
H -0.204 1.321 -1.362 0.000
H -0.390 -0.383 -1.342 0.003
```

Properties
HOMO-LUMO gap (spin up / spin down) ... 0.17728 / 0.23313 Eh
Total charge ... -1
Multiplicity ... 3
E_LUMO (spin up / spin down) ... 0.111 / 0.037 Eh
E ... -1306.79429 hartree
ΔE to the lowest compared entry with this formula, charge and spin ... 33.5 kcal/mol

[5]
Density functional theory data (the ωB97M-V functional and the def2-TZVPD basis) for a gas-phase ion, C4H4NS (charge +1) at a distorted geometry.

The geometry in XYZ format:
```
10
Properties=species:S:1:pos:R:3:mulliken_charge:R:1
C 1.623 0.123 0.140 0.000
C -0.596 -0.761 0.552 -0.629
C 0.259 0.010 -0.398 0.332
C -0.648 1.113 -0.555 -0.181
N 2.631 -0.049 0.676 -0.244
S -2.070 0.326 0.324 0.182
H -0.785 -1.769 0.256 0.393
H -0.175 -0.634 1.644 0.409
H 0.216 -0.399 -1.450 0.360
H -0.455 2.039 -1.189 0.378
```

Properties
HOMO-LUMO gap ... 0.32954 Eh
Total charge ... +1
E_LUMO ... -0.278 Eh
E ... -607.35858 hartree
ΔE to the lowest compared entry with this formula, charge and spin ... 54.6 kcal/mol

[6]
Density functional theory data (the ωB97M-V functional and the def2-TZVPD basis) for 2 unconnected molecules or ions with the total composition C4H4O at a distorted geometry.

The geometry in XYZ format:
```
9
Properties=species:S:1:pos:R:3:mulliken_charge:R:1
C -0.257 0.590 -1.959 -0.416
C 2.389 -0.328 1.043 -0.093
C 0.013 0.022 1.531 -0.511
C -0.855 -0.432 -1.666 -0.323
O 1.242 -0.099 1.279 0.055
H -0.212 1.470 -2.506 0.344
H -0.505 0.899 1.581 0.291
H -0.604 -0.812 1.895 0.250
H -1.211 -1.310 -1.199 0.403
```

Properties
HOMO-LUMO gap (spin up / spin down) ... 0.29423 / 0.29425 Eh
E_LUMO (spin up / spin down) ... 0.017 / 0.017 Eh
E ... -229.74132 hartree
ΔE to the lowest compared entry with this formula, charge and spin ... 179.9 kcal/mol

[7]
Density functional theory data (the ωB97M-V functional and the def2-TZVPD basis) for C4H4O in the gas phase.

The geometry in XYZ format:
```
9
Properties=species:S:1:pos:R:3:mulliken_charge:R:1
C -0.363 -0.941 0.887 -0.826
C -0.260 -0.845 -0.470 0.312
C -0.087 -0.203 -1.554 -0.525
C 0.442 1.074 -1.129 0.225
O 0.297 1.529 0.041 -0.469
H -1.356 -0.790 1.315 0.296
H 0.023 0.547 0.687 0.351
H 0.293 -1.602 1.451 0.271
H 1.018 1.711 -1.807 0.365
```

Properties
SMILES ... C=C=C=CO
HOMO-LUMO gap ... 0.32021 Eh
E_LUMO ... -0.010 Eh
E ... -229.88023 hartree
ΔE to the lowest compared entry with this formula, charge and spin ... 92.7 kcal/mol

[8]
Density functional theory data (the ωB97M-V functional and the def2-TZVPD basis) for C4H4O in the gas phase at a distorted geometry.

The geometry in XYZ format:
```
9
Properties=species:S:1:pos:R:3:mulliken_charge:R:1
C 1.278 0.535 -1.308 -1.211
C 0.316 0.165 -0.254 1.161
C -0.478 -0.117 0.623 -0.221
C -1.471 -0.512 1.654 -0.658
O -2.180 -1.506 1.454 -0.420
H 1.520 -0.319 -1.952 0.292
H 2.212 0.915 -0.878 0.291
H 0.860 1.325 -1.942 0.288
H -2.056 -0.485 2.601 0.478
```

Properties
SMILES ... CC#CC=O
HOMO-LUMO gap ... 0.36481 Eh
E_LUMO ... 0.013 Eh
E ... -229.90518 hartree
ΔE to the lowest compared entry with this formula, charge and spin ... 77.0 kcal/mol

[9]
Density functional theory data (the ωB97M-V functional and the def2-TZVPD basis) for 2 unconnected molecules or ions with the total composition C4H4O at a distorted geometry.

The geometry in XYZ format:
```
9
Properties=species:S:1:pos:R:3:lowdin_spin:R:1
C -1.928 0.266 0.090 1.565
C 1.956 0.286 0.115 0.012
C -2.090 -0.890 0.564 0.279
C 1.245 0.875 -0.751 0.026
O 2.638 -0.223 0.869 0.009
H -2.799 -1.550 1.010 0.025
H -0.930 -1.040 0.534 0.079
H 1.287 0.586 -1.833 -0.001
H 0.621 1.690 -0.598 0.006
```

Properties
HOMO-LUMO gap (spin up / spin down) ... 0.30444 / 0.25933 Eh
Multiplicity ... 3
E_LUMO (spin up / spin down) ... 0.032 / -0.092 Eh
E ... -229.74456 hartree
ΔE to the lowest compared entry with this formula, charge and spin ... 84.1 kcal/mol

[10]
Density functional theory data (the ωB97M-V functional and the def2-TZVPD basis) for a molecular structure, C4H4O2 at a distorted geometry.

The geometry in XYZ format:
```
10
Properties=species:S:1:pos:R:3:mulliken_charge:R:1
O 2.346 0.560 0.935 -0.492
C 1.226 0.556 0.518 0.507
O 0.342 1.561 0.464 -0.328
C 0.415 -0.855 -0.680 -0.444
C -0.888 -0.156 -0.750 -0.488
C -0.427 0.298 0.591 0.053
H 0.414 -1.870 -0.260 0.212
H -0.668 0.552 -1.582 0.227
H -1.779 -0.792 -0.753 0.317
H -0.982 0.147 1.517 0.436
```

Properties
HOMO-LUMO gap ... 0.35071 Eh
E_LUMO ... 0.009 Eh
E ... -305.10270 hartree
ΔE to the lowest compared entry with this formula, charge and spin ... 110.9 kcal/mol

[11]
Density functional theory data (the ωB97M-V functional and the def2-TZVPD basis) for C4H4O2 in the gas phase at a distorted geometry.

The geometry in XYZ format:
```
10
Properties=species:S:1:pos:R:3:mulliken_charge:R:1
O -2.168 -0.184 -0.636 -0.518
C -0.999 0.349 -0.098 -0.442
C 0.025 -0.718 0.155 0.434
O -0.148 -1.878 -0.153 -0.558
C 1.313 -0.114 0.463 -0.349
C 2.316 0.551 0.497 0.113
H -2.021 -1.141 -0.759 0.376
H -1.263 1.013 0.730 0.310
H -0.271 0.999 -0.682 0.228
H 3.216 1.122 0.483 0.405
```

Properties
SMILES ... C#CC(=O)CO
HOMO-LUMO gap ... 0.39000 Eh
E_LUMO ... 0.001 Eh
E ... -305.19839 hartree
ΔE to the lowest compared entry with this formula, charge and spin ... 50.9 kcal/mol

[12]
Density functional theory data (the ωB97M-V functional and the def2-TZVPD basis) for C4H4O2 in the gas phase at a distorted geometry.

The geometry in XYZ format:
```
10
Properties=species:S:1:pos:R:3:mulliken_charge:R:1
C -1.540 -0.231 -0.100 0.606
C -0.959 0.720 0.741 -0.388
C -0.097 0.344 -0.516 0.473
C 1.249 -0.370 -0.404 -1.007
O -2.324 -1.093 -0.218 -0.446
O -0.384 1.656 -0.206 -0.305
H -0.549 0.653 1.768 0.230
H 1.791 -0.690 -1.293 0.305
H 1.146 -1.398 0.013 0.251
H 1.668 0.409 0.214 0.281
```

Properties
SMILES ... C[C@]12O[C@H]1C2=O
HOMO-LUMO gap ... 0.36806 Eh
E_LUMO ... 0.033 Eh
E ... -305.14016 hartree
ΔE to the lowest compared entry with this formula, charge and spin ... 87.4 kcal/mol